[1]
# C3H4N4S

C3H4N4S as an isolated structure at a distorted geometry (ωB97M-V with the def2-TZVPD basis set, the Open Molecules 2025 dataset).

XYZ file:
```
12
C3H4N4S (ωB97M-V with the def2-TZVPD basis set)
C -1.317 -0.657 0.095
C 0.839 0.522 -0.384
C 1.564 -0.536 0.363
N -2.595 -0.467 0.158
N -2.672 0.857 0.043
N -1.535 1.422 -0.068
N -0.591 0.473 -0.035
S 0.558 -2.090 -0.072
H 1.083 1.484 -0.080
H 0.777 0.472 -1.406
H 2.449 -0.854 -0.091
H 1.440 -0.628 1.477
```

Output
total charge = 0
energy relative to the best compared isomer or geometry (same formula, charge and spin) = 84.0 kcal per mole
LUMO = -1.270 eV
molecular weight = 128.16 u
calculated total energy = -19966.99144 eV

[2]
# C3H4N6

One molecule with the formula C3H4N6 at a distorted geometry (ωB97M-V with the def2-TZVPD basis set, the Open Molecules 2025 dataset).

XYZ file:
```
13
C3H4N6 (ωB97M-V with the def2-TZVPD basis set)
C -1.227 -1.005 -0.463
C -0.175 -0.140 -0.021
C 1.256 -0.480 -0.245
H -3.355 -1.091 0.077
H -2.433 -0.204 1.186
H -1.499 -2.449 -2.006
H 1.362 -1.420 -0.856
N -2.412 -0.813 0.078
N -0.788 -1.835 -1.376
N 2.143 0.488 -0.160
N 1.835 1.685 0.463
N 0.670 1.663 1.143
N -0.478 0.944 0.706
```

Output
total charge = 0
SMILES = [H]/N=C(\N)c1cnnnn1
energy relative to the best compared isomer or geometry (same formula, charge and spin) = 93.9 kcal per mole
LUMO = -0.894 eV
molecular weight = 124.11 u
calculated total energy = -12110.71481 eV

[3]
# C3H4N6

One molecule with the formula C3H4N6 at a distorted geometry (ωB97M-V with the def2-TZVPD basis set, the Open Molecules 2025 dataset).

XYZ file:
```
13
C3H4N6 (ωB97M-V with the def2-TZVPD basis set)
C -0.187 0.157 -0.784
C -1.866 1.719 -0.087
C -1.246 2.907 0.068
N 0.600 -0.591 -1.321
N 1.858 -1.190 -1.185
N 2.097 -2.105 -0.399
N -1.270 0.646 -0.622
N 1.796 -2.399 0.783
N 1.710 -3.197 1.689
H -3.020 1.551 0.106
H -0.217 3.048 -0.312
H -1.742 3.707 0.494
H 1.486 -4.253 1.570
```

Output
total charge = 0
SMILES = [H]/N=N\N=N/N=C=NC=C
energy relative to the best compared isomer or geometry (same formula, charge and spin) = 156.5 kcal per mole
LUMO = -0.603 eV
molecular weight = 124.11 u
calculated total energy = -12107.99909 eV

[4]
# C3H4N7

An isolated ion of composition C3H4N7 and charge +1 at a distorted geometry (ωB97M-V with the def2-TZVPD basis set, the Open Molecules 2025 dataset).

XYZ file:
```
14
C3H4N7 (ωB97M-V with the def2-TZVPD basis set)
C -2.174 0.904 -0.260
C -1.013 -1.044 0.331
C 0.044 1.719 0.133
N -2.099 -0.351 -0.037
N -1.163 1.749 -0.050
N 0.101 -0.738 -0.248
N 1.143 -1.658 -0.154
N 1.249 1.852 0.225
N 2.247 -1.223 -0.431
N 3.159 -0.647 -0.595
H -3.102 1.496 -0.508
H -1.326 -1.911 0.926
H 1.079 -2.749 0.120
H 1.855 2.600 0.546
```

Output
total charge = +1
SMILES = N#[N+]N/N=C/N=C\N=C=N
energy relative to the best compared isomer or geometry (same formula, charge and spin) = 0.0 kcal per mole
LUMO = -5.200 eV
molecular weight = 138.11 u
calculated total energy = -13593.64153 eV